Record 1
Computed, not measured: a single C4H2O2 molecule, with ωB97M-V/def2-TZVPD.

Geometry (Å):
1 C 0.03300 -1.93810 -0.00454
2 C -1.19958 -1.67702 -0.02512
3 C -1.94377 0.28105 0.02973
4 C -0.17753 -0.11948 0.00951
5 O -2.27614 1.40096 0.01820
6 O -2.38863 -0.92950 -0.01731
7 H 0.50504 0.01093 0.84321
8 H 0.31802 -0.05968 -0.93862

Calculated values
Kohn-Sham gap, eV: 10.30
Highest occupied orbital energy, eV: -10.312
E_LUMO, eV: -0.008
Total charge: 0

Partial atomic charges computed with the Mulliken method, in multiples of e: -0.51, 0.42, 0.50, -0.27, -0.40, -0.27, 0.27, 0.24

Record 2
Computed, not measured: 9 unconnected molecules or ions with the total composition C31H38F13N4O24, with ωB97M-V/def2-TZVPD.

Geometry (Å):
1 N 0.61417 -5.60280 1.97259
2 C 0.69296 -5.08972 0.61477
3 N 0.15365 -3.69447 0.58954
4 C -0.72589 -3.47634 -0.59257
5 C -2.02631 -4.29543 -0.51172
6 C -2.55816 -4.64964 0.88312
7 C -3.46382 -3.66087 1.59389
8 F -4.76765 -3.84651 1.22429
9 F -3.39053 -3.85940 2.92698
10 C -3.22347 -2.14345 1.40838
11 F -4.02552 -1.41878 2.16960
12 F -1.95371 -1.82521 1.69938
13 F -3.43089 -1.77205 0.12400
14 C 1.14968 -2.71005 0.65874
15 N 1.10574 -1.82870 1.73154
16 N 2.09465 -2.63703 -0.22390
17 H 1.23946 -6.39530 2.09654
18 H 0.89114 -4.88305 2.63322
19 H 0.06265 -5.70815 -0.03145
20 H 1.70576 -5.09903 0.20046
21 H -0.19486 -3.73945 -1.52116
22 H -0.95462 -2.40526 -0.64218
23 H -2.79313 -3.76208 -1.08114
24 H -1.87762 -5.23939 -1.04696
25 H -3.18842 -5.54163 0.77730
26 H -1.75646 -4.90560 1.58203
27 H 2.04339 -1.54836 2.01704
28 H 0.58830 -0.97239 1.53600
29 H 2.21853 -3.38191 -0.90799
30 H 2.82753 -1.92553 -0.18586
31 C -0.29641 -7.99364 6.37528
32 C -0.74327 -8.74619 5.13390
33 O 0.14931 -8.25316 4.15223
34 C 1.28214 -7.82552 4.76764
35 O 2.28721 -7.54878 4.19623
36 O 1.08808 -7.75661 6.09840
37 F -2.01015 -8.45114 4.77152
38 H -0.82226 -7.04005 6.44107
39 H -0.39972 -8.54983 7.30094
40 H -0.63950 -9.83066 5.19253
41 C 5.83786 -3.97395 -3.13736
42 C 5.70102 -3.10170 -1.89658
43 O 4.45818 -3.54307 -1.37303
44 C 4.19733 -4.79088 -1.82133
45 O 3.27573 -5.40609 -1.37337
46 O 5.05938 -5.14067 -2.77251
47 F 5.53254 -1.79245 -2.11254
48 H 5.35880 -3.49367 -3.99097
49 H 6.85376 -4.26252 -3.38159
50 H 6.46642 -3.25252 -1.13415
51 C -6.82317 -2.70248 -1.04047
52 C -5.74318 -2.20761 -1.97986
53 O -6.42870 -2.04395 -3.18914
54 C -7.75757 -1.83205 -2.90734
55 O -8.55597 -1.45490 -3.68858
56 O -7.98947 -2.10740 -1.60036
57 F -4.73524 -3.10947 -2.14540
58 H -6.90131 -3.79013 -1.09146
59 H -6.68609 -2.38653 -0.01094
60 H -5.29308 -1.25601 -1.69145
61 C 5.56163 2.69253 0.07568
62 C 6.02693 2.09427 -1.23897
63 O 5.57964 0.74733 -1.12691
64 C 4.52729 0.71159 -0.28289
65 O 3.80105 -0.23181 -0.14116
66 O 4.40861 1.87720 0.36823
67 F 7.36398 2.10180 -1.38285
68 H 6.31350 2.55514 0.85357
69 H 5.27443 3.73285 0.00671
70 H 5.57321 2.53902 -2.12588
71 C 4.67095 7.64527 -2.23746
72 C 3.72159 6.56779 -1.73884
73 O 4.62108 5.65456 -1.12437
74 C 5.73452 6.33737 -0.73879
75 O 6.54518 5.88426 0.00580
76 O 5.75316 7.55124 -1.30048
77 F 3.07307 5.93089 -2.73996
78 H 5.03467 7.39406 -3.23478
79 H 4.25798 8.64800 -2.22221
80 H 2.99713 6.90107 -0.99545
81 C 3.56774 4.73580 2.17893
82 C 3.36841 5.42797 3.51545
83 O 3.32515 6.79303 3.13756
84 C 2.94025 6.87752 1.84177
85 O 2.64190 7.87198 1.26839
86 O 2.94815 5.64602 1.27417
87 F 4.39937 5.22796 4.36139
88 H 4.63136 4.67169 1.94131
89 H 3.10196 3.75725 2.10990
90 H 2.44056 5.17432 4.03066
91 C -4.04901 1.39101 -1.15525
92 C -3.05465 2.40255 -0.61532
93 O -3.56498 3.61824 -1.10520
94 C -4.90522 3.47324 -1.31935
95 O -5.65512 4.36303 -1.52920
96 O -5.24251 2.16335 -1.24190
97 F -1.80193 2.20391 -1.09693
98 H -3.75076 1.06414 -2.15399
99 H -4.19706 0.53718 -0.50202
100 H -2.99872 2.45236 0.47396
101 C -5.89937 7.46448 -2.89067
102 C -4.92070 8.49446 -2.36009
103 O -5.41943 9.69852 -2.89390
104 C -6.75528 9.54488 -3.13686
105 O -7.50057 10.42862 -3.38688
106 O -7.09103 8.23798 -3.03431
107 F -3.65584 8.29270 -2.80721
108 H -5.57244 7.11348 -3.87142
109 H -6.06048 6.62339 -2.22595
110 H -4.88858 8.57576 -1.27184

Calculated values
Kohn-Sham gap, eV: 8.79
Highest occupied orbital energy, eV: -12.220
E_LUMO, eV: -3.432
Total charge: +1

Mulliken atomic charge list, values in e, 99 entries: -0.37, -1.10, 0.89, -0.95, -0.84, -0.80, 0.83, -0.26, -0.34, 0.50, -0.28, -0.25, -0.19, -0.28, -0.39, 0.01, 0.23, 0.19, 0.37, 0.70, 0.48, 0.44, 0.12, 0.73, 0.50, 0.32, 0.35, 0.31, 0.14, 0.29, -0.42, 0.32, -0.28, 0.69, -0.53, -0.32, -0.27, 0.28, 0.27, 0.26, -0.47, 0.25, -0.24, 0.56, -0.52, -0.35, -0.27, 0.30, 0.32, 0.30, -0.27, 0.83, -0.37, 0.49, -0.46, -0.35, -0.33, 0.27, 0.26, -0.14, 0.70, 0.23, -0.27, 0.54, -0.65, -0.26, -0.28, 0.31, -0.82, 0.38, -0.49, 0.49, -0.28, 0.71, -0.51, -0.38, -0.32, 0.30, 0.30, 0.10, -0.24, 0.26, -0.34, 0.66, -0.51, -0.26, -0.29, 0.15, 0.27, 0.29, 0.11, 0.41, -0.35, 0.59, -0.49, -0.34, -0.28, 0.28, -0.28

Record 3
Computed, not measured: a single C4H6N2O2 molecule, with ωB97M-V/def2-TZVPD.

Geometry (Å):
1 N 2.44143 0.18850 0.09274
2 C 1.02513 -0.21914 -0.07385
3 C 0.70657 -1.57718 -0.14836
4 O -0.58376 -1.49728 -0.16224
5 C -1.11052 -0.16188 0.13978
6 N -2.48489 0.13784 0.19376
7 C -0.05695 0.67718 0.12146
8 O 0.20770 2.12461 -0.22446
9 H 2.56723 1.02552 0.78745
10 H 2.92993 -0.70332 0.50923
11 H 1.09899 -2.58098 -0.17173
12 H -2.87664 0.36973 -0.87566
13 H -3.07474 -0.33873 0.82858
14 H -0.71743 2.61078 -0.22391

Calculated values
Structure (SMILES): Nc1coc(N)c1O
Kohn-Sham gap, eV: 8.18
Highest occupied orbital energy, eV: -7.588
E_LUMO, eV: 0.592
Total charge: 0

Partial atomic charges computed with the Mulliken method, in multiples of e: -0.64, 0.48, -0.50, -0.35, -0.06, -0.51, 0.36, -0.54, 0.26, 0.25, 0.38, 0.28, 0.25, 0.33

Record 4
Computed, not measured: a single C3HBr molecule, with ωB97M-V/def2-TZVPD.

Geometry (Å):
1 C -1.94344 2.76960 -0.83332
2 C -0.89892 1.40086 -0.35320
3 C -0.50110 0.18827 -0.42869
4 Br -0.64253 -0.96894 -2.08171
5 H 0.26785 -0.31272 0.06652

Calculated values
Kohn-Sham gap (alpha / beta), eV: 7.15 / 7.12
Highest occupied orbital energy (alpha / beta), eV: -9.319 / -9.329
E_LUMO (alpha / beta), eV: -2.173 / -2.205
Total charge: 0

Partial atomic charges computed with the Mulliken method, in multiples of e: 0.06, -0.01, -0.31, -0.10, 0.36

Record 5
Computed, not measured: a single C4H9NO molecule, with ωB97M-V/def2-TZVPD.

Geometry (Å):
1 C -0.55100 -0.81632 -1.49268
2 C -0.23598 -0.13303 -0.34988
3 C 0.95152 -0.44227 0.51714
4 N 1.74713 -1.60534 0.03184
5 C -1.23400 0.86596 0.27703
6 O -0.69203 2.10841 0.63420
7 H 0.21703 -1.50363 -1.91878
8 H -1.41269 -0.52212 -2.11228
9 H 1.66786 0.38741 0.45077
10 H 0.60140 -0.57834 1.59647
11 H 1.23971 -2.46568 0.19296
12 H 2.50950 -1.69008 0.67962
13 H -1.67319 0.41492 1.22082
14 H -2.11336 0.98304 -0.39457
15 H -1.31320 2.49858 1.27886

Calculated values
Structure (SMILES): C=C(CN)CO
Kohn-Sham gap, eV: 10.10
Highest occupied orbital energy, eV: -9.322
E_LUMO, eV: 0.773
Total charge: 0

Partial atomic charges computed with the Mulliken method, in multiples of e: -0.95, 0.54, -0.36, -0.66, -0.54, -0.52, 0.34, 0.28, 0.26, 0.26, 0.22, 0.25, 0.26, 0.28, 0.33

Record 6
Computed, not measured: a molecular structure, C5H13N3O, with ωB97M-V/def2-TZVPD.

Geometry (Å):
1 C -2.50776 -1.42426 0.40736
2 C 0.08336 -0.43207 1.04498
3 N -2.05938 -2.43258 -0.46354
4 N 0.61649 -1.50938 0.30723
5 H 0.97178 -1.20416 -0.59191
6 H -2.01114 -2.10114 -1.42385
7 H -1.12319 -2.74502 -0.19826
8 H 1.34600 -1.98286 0.83024
9 H -2.71078 -1.81547 1.39702
10 H -3.38430 -0.90727 0.03467
11 H -0.30199 -0.66421 2.03203
12 H -1.47653 -0.49991 0.64013
13 C 1.97942 2.50514 -0.72358
14 C 0.90830 1.45567 -0.63441
15 C 0.54719 1.10856 0.79538
16 N 0.36599 0.82994 -1.59099
17 O 1.48621 0.54342 1.56046
18 H 0.70230 1.13066 -2.50640
19 H -0.15165 1.81812 1.26393
20 H 2.28288 2.68024 -1.75609
21 H 1.60590 3.44447 -0.31032
22 H 2.83091 2.20212 -0.11409

Calculated values
Kohn-Sham gap, eV: 8.84
Highest occupied orbital energy, eV: -7.874
E_LUMO, eV: 0.962
Total charge: 0

Partial atomic charges computed with the Mulliken method, in multiples of e: -0.61, -0.64, -0.60, -0.47, 0.25, 0.25, 0.33, 0.24, 0.27, 0.35, 0.62, 0.11, -1.25, 0.54, 0.33, -0.66, -0.63, 0.20, 0.37, 0.40, 0.31, 0.30

no.,calculated total energy (eV),maximum force (Eh/bohr)
1,-8268.414,0.1414
2,-123186.833,0.0164
3,-11316.719,0.1317
4,-73160.492,0.1806
5,-7830.221,0.0396
6,-11909.750,0.0820